Entry 1:
A molecular structure, C46H63F5GeMgN4O3P3S2 at a distorted geometry, computed with the ωB97M-V functional and the def2-TZVPD basis.

Geometry as XYZ:
```
128
C46H63F5GeMgN4O3P3S2, DFT the ωB97M-V functional and the def2-TZVPD basis
Mg 1.828 -0.711 1.504
C -4.636 -3.515 0.273
C -3.402 -2.946 0.978
C -2.567 -4.074 1.591
P -2.342 -1.776 0.007
C -3.463 -0.294 0.006
N -2.942 0.828 -0.771
Ge -0.872 1.085 -0.639
N -0.359 2.862 0.024
C 0.506 2.982 1.217
P 0.415 1.626 2.497
C -1.395 1.670 2.925
C -1.890 0.376 3.594
C -1.804 2.896 3.740
C 1.222 2.513 3.911
C 2.559 3.170 3.517
C 1.408 1.546 5.092
C -1.352 3.821 -0.158
C -1.621 4.919 0.668
C -2.687 5.773 0.386
C -3.506 5.559 -0.715
C -3.212 4.500 -1.570
C -2.135 3.678 -1.301
N -1.687 2.583 -2.163
C -2.769 1.932 -2.858
C -3.120 2.155 -4.175
C -4.290 1.593 -4.678
C -5.100 0.856 -3.820
C -4.710 0.600 -2.510
C -3.483 1.077 -2.024
C -0.521 2.885 -2.984
C -0.375 4.058 -3.700
C 0.716 4.227 -4.548
C 1.629 3.187 -4.660
C 1.491 2.021 -3.905
C 0.423 1.860 -3.019
N 0.222 0.774 -2.165
C 1.065 -0.436 -2.310
P 2.437 -0.763 -1.073
C 3.770 0.460 -1.391
C 3.299 1.848 -0.909
C 4.343 0.503 -2.806
C 3.041 -2.401 -1.705
C 2.870 -2.596 -3.212
C 4.480 -2.724 -1.282
C -2.301 -2.326 -1.763
C -3.602 -2.603 -2.525
C -1.345 -3.523 -1.915
H -5.290 -3.992 1.018
H -4.350 -4.286 -0.452
H -5.228 -2.754 -0.251
H -3.736 -2.308 1.800
H -2.106 -4.700 0.814
H -3.201 -4.722 2.211
H -1.778 -3.672 2.224
H -3.533 -0.018 1.063
H -4.454 -0.608 -0.322
H 0.327 3.918 1.733
H 1.547 2.994 0.900
H -1.883 1.734 1.949
H -1.418 0.211 4.568
H -1.677 -0.505 2.987
H -2.978 0.436 3.757
H -1.438 2.825 4.773
H -2.900 2.950 3.778
H -1.448 3.838 3.305
H 0.539 3.306 4.197
H 3.245 2.464 3.060
H 3.041 3.566 4.422
H 2.416 4.011 2.825
H 2.038 0.700 4.808
H 0.459 1.139 5.451
H 1.886 2.064 5.929
H -1.001 5.126 1.534
H -2.878 6.614 1.045
H -4.347 6.217 -0.922
H -3.815 4.326 -2.458
H -2.502 2.791 -4.799
H -4.585 1.771 -5.706
H -6.050 0.467 -4.176
H -5.378 0.059 -1.852
H -1.127 4.838 -3.600
H 0.836 5.142 -5.122
H 2.477 3.281 -5.334
H 2.229 1.241 -4.016
H 1.499 -0.452 -3.301
H 0.445 -1.336 -2.225
H 4.555 0.129 -0.714
H 2.429 2.210 -1.470
H 4.105 2.578 -1.034
H 3.046 1.824 0.157
H 3.575 0.660 -3.566
H 4.890 -0.408 -3.059
H 5.047 1.341 -2.878
H 2.392 -3.122 -1.206
H 3.432 -1.859 -3.793
H 1.824 -2.564 -3.531
H 3.257 -3.587 -3.471
H 5.209 -2.112 -1.827
H 4.686 -3.773 -1.518
H 4.652 -2.581 -0.226
H -1.821 -1.455 -2.230
H -4.006 -3.590 -2.278
H -3.391 -2.593 -3.604
H -4.375 -1.856 -2.347
H -1.787 -4.431 -1.483
H -0.379 -3.360 -1.427
H -1.160 -3.722 -2.978
F 2.471 -7.524 2.533
C 2.084 -6.281 2.743
C 1.891 -5.431 1.694
F 2.092 -5.856 0.446
C 1.487 -4.144 1.938
F 1.306 -3.370 0.866
C 1.288 -3.605 3.193
S 0.794 -1.930 3.487
C 1.492 -4.506 4.222
F 1.329 -4.117 5.472
C 1.879 -5.816 4.013
F 2.064 -6.632 5.036
C 4.673 -1.300 3.927
S 4.284 -0.948 2.275
O 5.512 -0.745 1.550
O 3.436 -2.067 1.794
O 3.382 0.254 2.285
H 5.390 -2.126 3.912
H 3.739 -1.593 4.428
H 5.112 -0.402 4.378
```

Results
Orbital gap (spin up / spin down) = 7.69 / 5.95 eV
ΔE to the lowest compared entry with this formula, charge and spin = 73.81 kJ/mol
⟨S²⟩ = 0.757
Strongest force on any atom = 0.029 Eh/bohr
2S+1 = 2
Lowest unoccupied orbital energy (spin up / spin down) = 0.53 / -1.56 eV

These are the Mulliken partial charges, in e, on atoms 1 to 6: atom 1 (Mg): 2.553, atom 2 (C): -1.687, atom 3 (C): 0.738, atom 4 (C): -1.300, atom 5 (P): 0.946, atom 6 (C): -1.577



Entry 2:
6 unconnected molecules or ions with the total composition C46H63F6N8O6S2 at a distorted geometry, computed with the ωB97M-V functional and the def2-TZVPD basis.

Geometry as XYZ:
```
131
C46H63F6N8O6S2, DFT the ωB97M-V functional and the def2-TZVPD basis
C -0.126 -0.821 -2.248
C -1.078 -1.843 -1.559
C -1.426 -3.008 -2.423
O -0.543 -2.161 -0.331
H -0.253 0.107 -1.691
H -0.535 -0.734 -3.255
H 0.905 -1.154 -2.367
H -2.023 -1.361 -1.309
H -0.520 -3.279 -2.965
H -2.205 -2.703 -3.121
H -1.901 -3.832 -1.890
C 2.793 -7.602 6.916
N 3.242 -7.235 5.529
C 2.629 -6.253 4.777
C 3.057 -6.004 3.515
C 4.108 -6.689 2.919
C 4.709 -7.779 3.656
C 4.278 -7.960 4.989
C 4.659 -6.345 1.581
C 3.800 -5.966 0.576
C 4.331 -5.716 -0.714
N 5.596 -5.907 -0.954
C 6.484 -6.127 0.002
C 6.073 -6.328 1.326
C 6.123 -5.435 -2.263
H 3.375 -6.986 7.601
H 3.008 -8.666 7.019
H 1.711 -7.506 7.008
H 2.094 -5.503 5.341
H 2.704 -5.153 2.952
H 5.488 -8.436 3.300
H 4.675 -8.783 5.564
H 2.728 -6.041 0.691
H 3.730 -5.626 -1.607
H 7.530 -6.206 -0.256
H 6.848 -6.471 2.065
H 7.170 -5.732 -2.331
H 6.054 -4.360 -2.098
H 5.568 -5.594 -3.188
C -4.850 -2.017 -7.482
N -3.836 -1.544 -8.360
C -3.112 -2.429 -9.100
C -2.153 -2.020 -10.028
C -1.904 -0.663 -10.216
C -2.583 0.249 -9.418
C -3.522 -0.242 -8.495
C -0.956 -0.214 -11.353
C -0.260 1.005 -11.313
C 0.835 1.313 -12.251
N 1.111 0.396 -13.236
C 0.292 -0.690 -13.351
C -0.708 -0.990 -12.465
C 2.160 0.616 -14.146
H -4.481 -1.960 -6.458
H -5.130 -3.061 -7.618
H -5.672 -1.303 -7.542
H -3.191 -3.490 -8.914
H -1.843 -2.864 -10.627
H -2.513 1.320 -9.536
H -4.097 0.512 -7.979
H -0.410 1.656 -10.464
H 1.662 2.004 -12.177
H 0.425 -1.368 -14.181
H -1.312 -1.885 -12.447
H 3.040 0.939 -13.590
H 1.830 1.339 -14.892
H 2.354 -0.330 -14.651
C -0.721 4.273 12.802
N -1.470 3.567 11.731
C -2.669 2.983 11.991
C -3.456 2.380 10.905
C -2.966 2.351 9.592
C -1.751 3.077 9.403
C -1.008 3.686 10.415
C -3.583 1.538 8.442
C -2.873 0.681 7.633
C -3.470 0.174 6.468
N -4.715 0.541 6.018
C -5.464 1.258 6.877
C -4.889 1.744 8.077
C -5.093 0.071 4.676
H -1.152 4.117 13.790
H -0.927 5.339 12.707
H 0.294 3.877 12.760
H -2.981 2.962 13.025
H -4.369 1.838 11.103
H -1.159 3.041 8.500
H -0.085 4.231 10.288
H -1.851 0.409 7.851
H -2.976 -0.443 5.733
H -6.466 1.487 6.545
H -5.530 2.370 8.680
H -4.592 0.619 3.878
H -6.167 0.229 4.569
H -4.997 -1.013 4.629
C 5.739 2.395 1.661
N 5.259 3.848 1.933
C 6.410 4.661 2.584
C 4.871 4.495 0.623
C 4.070 3.860 2.921
C 2.893 2.994 2.529
O 3.125 1.616 2.625
H 5.647 1.781 2.557
H 6.817 2.404 1.504
H 5.132 1.943 0.877
H 6.229 5.712 2.358
H 7.354 4.395 2.108
H 6.378 4.489 3.660
H 4.369 5.439 0.835
H 4.208 3.816 0.088
H 5.782 4.645 0.044
H 3.822 4.871 3.244
H 4.371 3.304 3.809
H 2.527 3.253 1.536
H 2.057 3.215 3.193
H 2.551 1.142 2.019
C -8.543 5.383 -1.076
F -9.243 4.236 -0.820
F -9.042 5.891 -2.171
F -8.404 6.208 -0.076
S -6.783 4.836 -1.541
O -6.283 4.432 -0.253
O -6.986 3.761 -2.504
N -5.992 6.216 -2.214
S -4.525 5.860 -2.117
O -3.908 6.123 -0.832
O -4.171 4.572 -2.735
C -3.797 7.230 -3.269
F -4.317 7.009 -4.428
F -4.145 8.419 -2.896
F -2.426 7.081 -3.325
```

Results
Orbital gap = 1.93 eV
Strongest force on any atom = 0.092 Eh/bohr
Net charge = +5
Lowest unoccupied orbital energy = -10.29 eV

These are the Mulliken partial charges, in e, on atoms 1 to 6: atom 1 (C): -1.107, atom 2 (C): 0.497, atom 3 (C): -1.093, atom 4 (O): -0.805, atom 5 (H): 0.272, atom 6 (H): 0.281



Entry 3:
A molecular structure, C46H64IrN7OSeSi, computed with the ωB97M-V functional and the def2-TZVPD basis.

Geometry as XYZ:
```
121
C46H64IrN7OSeSi, DFT the ωB97M-V functional and the def2-TZVPD basis
Ir -1.148 0.019 -0.812
C -1.199 -1.321 2.932
C -1.116 -1.811 1.479
N -1.993 -0.935 0.650
C -3.397 -0.748 0.936
C -3.684 0.756 0.858
N -2.973 1.393 -0.282
C -3.780 1.740 -1.474
C -3.686 0.628 -2.494
N -2.262 0.312 -2.703
C -1.531 1.210 -3.646
C -0.153 1.669 -3.122
N 0.297 0.776 -2.061
C 1.504 0.396 -1.823
C 2.687 0.838 -2.615
C 1.648 -0.522 -0.646
C 2.794 -1.115 -0.166
C 2.682 -1.971 0.939
C 1.456 -2.226 1.523
C 0.319 -1.616 0.992
N 0.475 -0.790 -0.030
H -0.951 -0.260 2.968
H -0.500 -1.870 3.561
H -2.192 -1.467 3.353
H -3.688 -1.137 1.913
H -3.975 -1.293 0.182
H -3.323 1.232 1.770
H -4.757 0.938 0.790
H -2.551 2.250 0.065
H -3.366 2.662 -1.885
H -4.817 1.946 -1.205
H -4.182 0.900 -3.428
H -4.162 -0.280 -2.118
H -2.160 -0.655 -3.015
H -2.146 2.085 -3.849
H -1.414 0.678 -4.591
H -0.228 2.661 -2.670
H 0.566 1.724 -3.939
H 2.847 1.910 -2.477
H 2.527 0.661 -3.679
H 3.594 0.320 -2.322
H 3.756 -0.941 -0.624
H 3.570 -2.447 1.330
H 1.366 -2.907 2.358
C 0.876 6.674 2.737
C 0.379 7.053 1.347
C -0.220 5.906 0.531
C 0.773 5.015 -0.205
N 1.644 4.203 0.653
C 1.325 3.029 1.217
Se -0.355 2.188 1.077
N 2.378 2.579 1.922
C 2.462 1.351 2.710
C 2.505 1.575 4.218
C 1.201 2.067 4.848
C 0.930 3.556 4.674
C 3.426 3.488 1.790
C 4.720 3.484 2.304
C 5.513 4.565 1.979
C 5.038 5.614 1.174
C 3.757 5.615 0.663
C 2.960 4.519 0.985
H 1.154 7.564 3.299
H 1.751 6.023 2.719
H 0.091 6.165 3.301
H 1.177 7.533 0.770
H -0.393 7.816 1.458
H -0.860 6.324 -0.250
H -0.866 5.289 1.163
H 1.439 5.618 -0.823
H 0.253 4.318 -0.864
H 3.358 0.826 2.369
H 1.591 0.752 2.438
H 3.316 2.263 4.467
H 2.786 0.614 4.658
H 1.239 1.840 5.914
H 0.363 1.487 4.445
H 1.770 4.151 5.037
H 0.049 3.859 5.238
H 0.755 3.832 3.634
H 5.090 2.686 2.931
H 6.525 4.613 2.356
H 5.695 6.444 0.956
H 3.398 6.432 0.055
C -2.867 -5.962 -1.981
C -2.988 -4.518 -2.357
C -3.957 -3.720 -1.532
C -2.974 -4.204 -3.822
Si -0.983 -3.543 -1.676
O -1.240 -2.018 -2.007
C -0.845 -4.005 0.116
C -1.564 -3.329 1.277
C -1.451 -4.100 2.562
C -0.573 -5.116 2.740
C 0.247 -5.550 1.677
C 0.045 -5.014 0.388
C 0.162 -4.383 -2.849
C 0.825 -3.528 -3.741
C 1.733 -4.025 -4.663
C 1.987 -5.388 -4.718
C 1.331 -6.253 -3.851
C 0.428 -5.756 -2.928
H -3.879 -6.387 -2.024
H -2.518 -6.112 -0.957
H -2.247 -6.525 -2.674
H -4.964 -3.990 -1.879
H -3.832 -2.647 -1.680
H -3.912 -3.969 -0.473
H -3.912 -4.601 -4.236
H -2.155 -4.691 -4.348
H -2.952 -3.133 -4.022
H -2.633 -3.245 1.047
H -2.109 -3.817 3.372
H -0.523 -5.622 3.695
H 0.963 -6.346 1.825
H 0.617 -5.452 -0.420
H 0.606 -2.467 -3.718
H 2.236 -3.356 -5.348
H 2.690 -5.779 -5.441
H 1.523 -7.316 -3.902
H -0.073 -6.453 -2.269
```

Results
Orbital gap (spin up / spin down) = 6.10 / 5.57 eV
ΔE to the lowest compared entry with this formula, charge and spin = 92.80 kJ/mol
⟨S²⟩ = 8.811
Strongest force on any atom = 0.015 Eh/bohr
Net charge = +3
2S+1 = 6
Lowest unoccupied orbital energy (spin up / spin down) = -8.32 / -9.60 eV

These are the Mulliken partial charges, in e, on atoms 1 to 6: atom 1 (Ir): 1.794, atom 2 (C): -2.113, atom 3 (C): 0.672, atom 4 (N): 0.795, atom 5 (C): -0.369, atom 6 (C): -1.276



Entry 4:
A molecular structure, C46H65N2O2PRuS at a distorted geometry, computed with the ωB97M-V functional and the def2-TZVPD basis.

Geometry as XYZ:
```
118
C46H65N2O2PRuS, DFT the ωB97M-V functional and the def2-TZVPD basis
Ru -0.074 0.498 -0.165
C 0.993 -5.331 1.426
C -0.406 -4.756 1.574
C -1.474 -5.789 1.190
C -0.688 -3.490 0.822
C 0.007 -3.086 -0.314
C -0.443 -2.068 -1.160
C 0.233 -1.947 -2.521
C 1.720 -2.331 -2.479
C -0.430 -2.876 -3.553
C -1.644 -1.346 -0.819
C -2.305 -1.720 0.394
C -1.800 -2.733 1.192
C -3.648 -1.147 0.751
C -4.792 -2.052 0.287
C -3.764 -0.895 2.254
C -2.467 -0.690 -1.892
C -3.162 -1.567 -2.734
C -3.895 -1.108 -3.817
C -3.913 0.247 -4.111
C -3.284 1.139 -3.258
C -2.603 0.696 -2.121
P -1.948 1.885 -0.894
C -3.438 3.001 -0.229
C -2.812 4.115 0.596
C -4.334 2.147 0.646
C -4.229 3.531 -1.410
C -0.674 3.016 -1.779
C 0.273 3.455 -0.647
C -1.124 4.239 -2.565
C 0.068 2.074 -2.740
H 1.094 -6.204 2.067
H 1.755 -4.606 1.699
H 1.173 -5.669 0.407
H -0.570 -4.548 2.642
H -1.385 -6.053 0.137
H -2.480 -5.409 1.352
H -1.347 -6.694 1.777
H 0.886 -3.645 -0.594
H 0.123 -0.916 -2.890
H 1.837 -3.408 -2.559
H 2.208 -2.011 -1.561
H 2.233 -1.898 -3.333
H -0.584 -3.865 -3.131
H 0.223 -2.972 -4.416
H -1.380 -2.481 -3.901
H -2.330 -3.003 2.092
H -3.730 -0.202 0.204
H -4.747 -3.014 0.790
H -4.763 -2.212 -0.786
H -5.746 -1.594 0.534
H -3.914 -1.824 2.798
H -4.635 -0.278 2.456
H -2.870 -0.400 2.632
H -3.126 -2.626 -2.523
H -4.430 -1.808 -4.442
H -4.418 0.608 -4.994
H -3.324 2.191 -3.487
H -2.145 3.719 1.361
H -3.609 4.655 1.108
H -2.292 4.846 -0.015
H -3.785 1.709 1.477
H -4.851 1.379 0.073
H -5.114 2.782 1.069
H -3.634 4.094 -2.123
H -4.967 4.234 -1.014
H -4.786 2.748 -1.920
H -0.205 4.161 0.030
H 1.147 3.960 -1.059
H 0.621 2.586 -0.035
H -1.612 4.990 -1.954
H -1.764 3.981 -3.405
H -0.238 4.716 -2.981
H 0.278 1.097 -2.244
H 1.009 2.518 -3.067
H -0.530 1.880 -3.630
N 1.964 0.148 -0.452
S 3.327 -0.032 0.431
C 4.223 1.550 0.323
C 3.856 2.544 -0.564
C 4.663 3.666 -0.680
C 5.827 3.765 0.070
C 6.177 2.761 0.960
C 5.368 1.644 1.098
C 4.452 -0.861 -0.744
C 4.777 -0.305 -1.978
C 5.672 -0.970 -2.800
C 6.243 -2.168 -2.392
C 5.920 -2.707 -1.153
C 5.026 -2.051 -0.320
H 2.189 0.217 -1.447
H 2.955 2.459 -1.154
H 4.385 4.460 -1.355
H 6.461 4.633 -0.041
H 7.082 2.842 1.541
H 5.641 0.856 1.784
H 4.372 0.646 -2.296
H 5.939 -0.542 -3.754
H 6.952 -2.675 -3.028
H 6.364 -3.634 -0.826
H 4.779 -2.458 0.649
O 1.773 0.746 2.421
C 0.640 0.407 2.761
O -0.358 0.257 2.010
C 0.380 0.132 4.270
N 1.683 0.218 4.986
C 1.508 1.137 6.149
C 0.489 2.132 5.624
C -0.505 1.230 4.893
H -0.064 -0.859 4.369
H 2.330 0.631 4.279
H 2.052 -0.690 5.281
H 2.457 1.582 6.440
H 1.103 0.573 6.990
H 0.958 2.834 4.935
H 0.014 2.697 6.421
H -1.074 1.765 4.137
H -1.212 0.791 5.595
```

Results
Orbital gap (spin up / spin down) = 4.18 / 4.62 eV
⟨S²⟩ = 6.245
Strongest force on any atom = 0.052 Eh/bohr
Net charge = +4
2S+1 = 5
Lowest unoccupied orbital energy (spin up / spin down) = -14.19 / -13.74 eV

These are the Mulliken partial charges, in e, on atoms 1 to 6: atom 1 (Ru): 0.753, atom 2 (C): -1.712, atom 3 (C): 0.359, atom 4 (C): -1.386, atom 5 (C): -0.943, atom 6 (C): -0.147



| no. | E (hartree) |
| --- | --- |
| 1 | -6832.28254 |
| 2 | -4073.60387 |
| 3 | -5044.16369 |
| 4 | -2884.73370 |